Record 1
The following is a DFT calculation (ωB97M-V with the def2-TZVPD basis set) of a molecular structure, C23H18N7PdSbSe4.

Structure (ORCA input):
```
! RIJCOSX wB97M-V def2-TZVPD def2/J DEFGRID3
* xyz -2 1
Pd 0.512 -1.039 -0.505
C 4.126 -2.899 -1.600
C 4.772 -3.120 -0.394
C 4.296 -2.511 0.751
C 3.143 -1.725 0.694
N 2.493 -1.571 -0.472
C 3.000 -2.099 -1.594
N 2.732 -1.151 1.887
C 1.868 -0.197 1.958
N 1.112 0.411 0.988
C 0.423 1.457 1.576
N -0.358 2.373 1.116
C -0.634 2.569 -0.232
C -1.603 3.541 -0.524
C -1.929 3.786 -1.842
C -1.282 3.064 -2.837
C -0.331 2.129 -2.454
N -0.011 1.883 -1.183
C 0.705 1.459 3.039
C 0.251 2.273 4.060
C 0.721 2.016 5.344
C 1.628 0.983 5.583
C 2.088 0.181 4.544
C 1.603 0.441 3.276
H 4.433 -3.354 -2.530
H 5.644 -3.764 -0.342
H 4.772 -2.633 1.713
H 2.471 -1.874 -2.511
H -2.070 4.069 0.296
H -2.680 4.527 -2.093
H -1.512 3.200 -3.885
H 0.171 1.512 -3.192
H -0.446 3.074 3.851
H 0.381 2.626 6.173
H 1.976 0.808 6.594
H 2.797 -0.621 4.705
N -5.619 -0.193 -0.979
C -4.238 -0.315 -0.865
C -3.610 -0.234 0.377
C -2.245 -0.416 0.449
N -1.488 -0.655 -0.621
C -2.087 -0.718 -1.821
C -3.445 -0.565 -1.980
H -6.057 0.385 -0.281
H -5.945 0.002 -1.911
H -4.175 -0.042 1.281
H -1.730 -0.365 1.399
H -1.447 -0.877 -2.682
H -3.859 -0.674 -2.975
Se 1.789 -4.698 -4.668
Sb 0.122 -3.036 -4.042
Se 0.893 -0.751 -4.462
Se -2.195 -3.418 -4.737
Se 0.077 -3.250 -1.443
*
```

Properties
Molar mass: 936.466 u
DFT total energy: -11244.63232 hartree
Max |F|: 0.0109 hartree/bohr
Lowest unoccupied orbital energy: 3.91 eV
Kohn-Sham gap: 0.186 Ha

---

Record 2
The following is a DFT calculation (ωB97M-V with the def2-TZVPD basis set) of 11 unconnected molecules or ions with the total composition C20H62O16.

Structure (ORCA input):
```
! RIJCOSX wB97M-V def2-TZVPD def2/J DEFGRID3
* xyz 0 1
O -1.962 -4.221 6.444
C -1.354 -3.960 5.191
C -1.578 -2.534 4.713
O -0.837 -1.662 5.563
H -2.814 -4.633 6.302
H -0.277 -4.132 5.202
H -1.774 -4.689 4.484
H -2.661 -2.374 4.727
H -1.294 -2.364 3.672
H 0.023 -1.545 5.144
O 6.482 0.954 2.524
C 5.293 1.487 3.104
C 4.094 1.512 2.157
O 3.449 0.244 2.055
H 6.380 -0.003 2.567
H 4.993 0.871 3.958
H 5.524 2.505 3.408
H 4.357 1.888 1.160
H 3.428 2.307 2.529
H 2.806 0.401 1.344
O 0.666 0.464 -7.124
C -0.006 0.550 -5.882
C 1.073 0.590 -4.786
O 0.578 0.173 -3.518
H 0.049 0.859 -7.751
H -0.680 1.392 -5.705
H -0.592 -0.354 -5.679
H 1.561 1.562 -4.769
H 1.779 -0.183 -5.106
H 1.061 0.693 -2.863
O -2.754 -2.231 0.517
C -4.140 -2.268 0.809
C -4.654 -0.901 1.266
O -6.068 -0.923 1.194
H -2.638 -2.174 -0.457
H -4.687 -2.578 -0.084
H -4.322 -3.013 1.583
H -4.200 -0.130 0.626
H -4.322 -0.674 2.289
H -6.369 -0.063 1.506
O 2.959 -1.621 -2.008
C 4.033 -0.913 -2.645
C 4.454 0.274 -1.776
O 3.533 1.345 -1.928
H 2.688 -2.360 -2.560
H 4.847 -1.619 -2.851
H 3.717 -0.610 -3.648
H 5.431 0.606 -2.114
H 4.394 0.036 -0.710
H 2.709 1.227 -1.438
C -0.955 3.738 1.665
C -1.592 4.987 1.071
O -1.956 5.902 2.093
H -1.332 3.553 2.674
H 0.126 3.780 1.826
H -1.070 2.790 1.137
H -2.505 4.773 0.505
H -0.904 5.507 0.405
H -2.808 5.694 2.477
C -0.519 2.932 -2.039
C -1.334 4.012 -2.763
O -1.328 3.797 -4.156
H -0.819 2.768 -0.997
H 0.559 3.088 -2.000
H -0.745 1.930 -2.411
H -0.962 4.985 -2.427
H -2.361 3.963 -2.381
H -2.211 3.554 -4.435
C -0.192 -0.072 1.237
C 0.122 -0.379 -0.196
O 1.388 0.135 -0.599
H 0.140 -0.879 1.897
H -1.253 0.051 1.450
H 0.320 0.826 1.593
H -0.719 0.031 -0.775
H 0.040 -1.448 -0.410
H 1.817 -0.610 -1.065
C -3.588 -0.851 -4.073
C -2.847 -0.475 -2.769
O -2.426 -1.696 -2.154
H -3.736 0.031 -4.706
H -4.568 -1.308 -3.961
H -2.933 -1.516 -4.637
H -3.484 0.029 -2.043
H -2.024 0.197 -3.016
H -1.582 -1.973 -2.528
C 0.229 -4.626 -0.727
O 1.212 -3.765 -0.200
H 0.693 -5.575 -1.033
H -0.429 -4.982 0.062
H -0.293 -4.246 -1.605
H 1.867 -3.485 -0.842
C 2.071 -0.314 5.397
O 1.712 -0.956 4.168
H 1.223 0.118 5.933
H 2.486 -1.080 6.062
H 2.817 0.452 5.180
H 2.279 -0.600 3.476
*
```

Properties
Molar mass: 558.700 u
DFT total energy: -2002.85092 hartree
Max |F|: 0.0395 hartree/bohr
Structure (SMILES): OCCO.OCCO.OCCO.OCCO.OCCO.CCO.CCO.CCO.CCO.CO.CO
Lowest unoccupied orbital energy: 0.07 eV
Kohn-Sham gap: 0.346 Ha

---

Record 3
The following is a DFT calculation (ωB97M-V with the def2-TZVPD basis set) of a molecular structure, C18H11Cl2NO2Re.

Structure (ORCA input):
```
! RIJCOSX wB97M-V def2-TZVPD def2/J DEFGRID3
* xyz 2 2
Re -0.106 0.023 -0.034
C 4.162 -1.086 -0.144
C 4.784 0.149 -0.128
C 4.008 1.298 -0.079
C 2.634 1.190 -0.048
N 2.010 -0.036 -0.065
C 2.784 -1.142 -0.112
C 1.701 2.322 0.013
C 2.043 3.659 0.046
C 1.024 4.612 0.112
C -0.317 4.242 0.150
C -0.675 2.905 0.129
C 0.344 1.933 0.050
H 4.733 -2.001 -0.182
H 5.863 0.222 -0.152
H 4.474 2.272 -0.062
H 2.265 -2.084 -0.124
H 3.074 3.984 0.023
H 1.285 5.661 0.137
H -1.085 5.002 0.202
H -1.723 2.630 0.164
Cl -5.528 -4.886 0.063
C -4.438 -3.569 0.003
C -4.927 -2.283 -0.208
C -4.066 -1.187 -0.263
Cl -4.669 0.386 -0.519
C -2.707 -1.419 -0.100
O -1.830 -0.371 -0.138
C -2.191 -2.715 0.116
C -0.790 -2.948 0.285
O 0.101 -2.069 0.251
C -3.077 -3.795 0.166
H -5.990 -2.123 -0.332
H -0.460 -3.977 0.448
H -2.710 -4.800 0.331
*
```

Properties
Molar mass: 530.404 u
⟨S²⟩: 0.77
DFT total energy: -1895.76800 hartree
Max |F|: 0.0158 hartree/bohr
Lowest unoccupied orbital energy (spin up / spin down): -9.24 / -8.92 eV
Kohn-Sham gap (spin up / spin down): 0.220 / 0.241 Ha

---

Record 4
The following is a DFT calculation (ωB97M-V with the def2-TZVPD basis set) of a molecular structure, C34H49GeO11P2ReS2SbSe4.

Structure (ORCA input):
```
! RIJCOSX wB97M-V def2-TZVPD def2/J DEFGRID3
* xyz 1 1
Re 2.958 -0.368 -0.639
C -3.325 -0.600 3.121
C -2.962 -1.214 1.785
C -2.574 -2.675 1.881
O -1.876 -0.517 1.095
P -0.795 0.523 1.523
O 0.104 0.876 0.413
C 0.131 -0.264 2.903
P 1.859 -0.630 2.563
O 2.038 -1.073 1.138
O 2.357 -1.683 3.593
C 2.036 -3.108 3.815
C 1.051 -3.202 4.958
C 1.569 -3.770 2.541
O 2.731 0.638 2.813
C 3.275 1.189 4.081
C 2.244 1.217 5.188
C 4.543 0.446 4.424
O -1.637 1.690 2.150
C -1.188 3.000 2.622
C -1.397 3.043 4.120
C 0.225 3.343 2.200
H -4.159 -1.165 3.539
H -3.629 0.439 3.018
H -2.500 -0.661 3.833
H -3.802 -1.103 1.101
H -1.802 -2.831 2.639
H -2.205 -3.044 0.923
H -3.442 -3.268 2.169
H -0.351 -1.206 3.171
H 0.086 0.369 3.792
H 3.001 -3.510 4.119
H 0.066 -2.826 4.672
H 1.406 -2.652 5.829
H 0.931 -4.248 5.243
H 0.634 -3.340 2.177
H 1.384 -4.826 2.739
H 2.308 -3.697 1.745
H 3.516 2.207 3.780
H 1.904 0.218 5.458
H 1.392 1.843 4.921
H 2.705 1.659 6.072
H 4.340 -0.592 4.685
H 5.021 0.930 5.277
H 5.242 0.486 3.588
H -1.882 3.687 2.136
H -0.686 2.401 4.646
H -2.408 2.728 4.378
H -1.253 4.062 4.480
H 0.953 2.627 2.594
H 0.479 4.326 2.597
H 0.309 3.361 1.115
Se 6.365 2.254 -2.206
Sb 5.326 2.169 -0.156
Se 5.064 -0.673 0.424
Se 2.580 1.889 -0.569
Se 5.468 3.231 1.912
O 0.752 -3.618 -0.494
C 0.840 -2.550 -1.017
O 2.079 -1.981 -1.153
C -0.259 -1.731 -1.626
C 0.049 -1.184 -3.014
Ge -1.392 0.010 -3.643
C -3.134 -0.868 -3.483
C -3.883 -1.167 -4.619
C -5.112 -1.806 -4.516
C -5.611 -2.160 -3.272
C -4.877 -1.869 -2.129
C -3.651 -1.228 -2.237
C -1.055 0.519 -5.496
C -0.082 -0.108 -6.270
C 0.139 0.277 -7.586
C -0.619 1.296 -8.144
C -1.592 1.932 -7.384
C -1.805 1.546 -6.068
C -1.348 1.639 -2.543
C -2.343 1.977 -1.630
C -2.265 3.151 -0.890
C -1.188 4.010 -1.058
C -0.191 3.691 -1.972
C -0.275 2.516 -2.706
H -0.427 -0.912 -0.926
H -1.161 -2.342 -1.635
H 0.191 -1.998 -3.729
H 0.980 -0.606 -3.018
H -3.505 -0.899 -5.599
H -5.678 -2.029 -5.411
H -6.567 -2.659 -3.192
H -5.265 -2.146 -1.156
H -3.091 -1.000 -1.337
H 0.518 -0.910 -5.851
H 0.899 -0.220 -8.174
H -0.451 1.596 -9.170
H -2.184 2.729 -7.815
H -2.562 2.057 -5.483
H -3.203 1.331 -1.499
H -3.059 3.404 -0.197
H -1.139 4.938 -0.502
H 0.636 4.373 -2.132
H 0.496 2.295 -3.439
O 5.134 -2.917 -1.813
S 5.634 -1.655 -2.234
O 6.613 -1.500 -3.245
O 6.251 -0.919 -0.932
S 4.035 -0.412 -2.697
*
```

Properties
Molar mass: 1456.254 u
DFT total energy: -15632.89636 hartree
Max |F|: 0.0276 hartree/bohr
Lowest unoccupied orbital energy: -5.17 eV
Kohn-Sham gap: 0.213 Ha